1.
Formula: C23H78N12O16
Source: the Open Molecules 2025 dataset
Level of theory: ωB97M-V with the def2-TZVPD basis set

CARTESIAN COORDINATES (ANGSTROEM)
1 C -4.228 -1.235 -4.481
2 C -3.486 -0.020 -3.919
3 O -2.200 -0.361 -3.408
4 H -4.380 -1.942 -3.687
5 H -3.629 -1.652 -5.368
6 H -5.243 -0.972 -4.708
7 H -4.144 0.332 -3.041
8 H -3.346 0.768 -4.718
9 H -2.333 -0.742 -2.558
10 C -3.641 -2.137 1.241
11 C -3.242 -0.821 0.564
12 O -2.705 -0.998 -0.701
13 H -2.759 -2.538 1.601
14 H -4.032 -2.821 0.454
15 H -4.345 -1.955 2.066
16 H -2.599 -0.275 1.200
17 H -4.057 -0.100 0.467
18 H -1.832 -0.596 -0.726
19 C 3.188 -0.199 -4.056
20 C 2.083 0.237 -3.133
21 O 0.841 -0.334 -3.436
22 H 3.217 -1.226 -4.292
23 H 4.154 0.094 -3.752
24 H 3.160 0.396 -4.982
25 H 2.095 1.353 -3.074
26 H 2.362 -0.139 -2.117
27 H 0.470 0.111 -4.162
28 C 1.827 3.596 2.071
29 C 1.027 4.882 2.081
30 O 0.850 5.168 3.437
31 H 2.049 3.325 1.031
32 H 1.246 2.836 2.508
33 H 2.741 3.671 2.689
34 H 0.092 4.850 1.511
35 H 1.743 5.607 1.673
36 H 0.380 5.994 3.527
37 C 0.850 3.063 -1.459
38 C 1.777 4.092 -2.071
39 O 2.610 4.617 -1.007
40 H 1.363 2.098 -1.081
41 H 0.231 2.601 -2.239
42 H 0.220 3.393 -0.616
43 H 1.207 4.909 -2.389
44 H 2.391 3.681 -2.863
45 H 3.341 3.992 -0.855
46 C -1.768 2.524 5.271
47 C -0.509 1.839 4.694
48 O -0.269 0.625 5.325
49 H -2.742 1.923 5.092
50 H -1.929 3.469 4.782
51 H -1.651 2.671 6.336
52 H 0.293 2.523 5.000
53 H -0.503 1.791 3.603
54 H -0.942 0.000 4.974
55 C 6.045 -3.197 -0.759
56 C 4.635 -2.583 -0.722
57 O 3.722 -3.532 -0.291
58 H 6.206 -3.827 -1.600
59 H 6.186 -3.846 0.099
60 H 6.893 -2.411 -0.762
61 H 4.413 -2.126 -1.725
62 H 4.634 -1.769 -0.038
63 H 2.834 -3.197 -0.538
64 C 2.734 -0.747 3.330
65 O 4.108 -0.721 2.979
66 N 2.029 -1.819 3.200
67 N 2.070 0.295 3.601
68 H 2.547 -2.724 3.218
69 H 0.999 -1.892 3.229
70 H 2.659 1.117 3.630
71 H 1.207 0.289 4.153
72 C -2.925 2.860 -1.766
73 O -1.925 1.978 -1.413
74 N -3.991 3.278 -1.085
75 N -3.047 3.271 -2.973
76 H -4.053 2.995 -0.072
77 H -4.712 3.875 -1.470
78 H -2.341 2.849 -3.644
79 H -3.842 3.795 -3.290
80 C 0.345 -0.174 0.419
81 O -0.077 0.468 1.515
82 N -0.159 0.107 -0.729
83 N 1.190 -1.193 0.505
84 H -0.777 0.943 -0.756
85 H 0.154 -0.312 -1.622
86 H 1.534 -1.327 1.465
87 H 1.280 -1.860 -0.226
88 C -1.436 -2.012 3.844
89 O -1.676 -3.286 4.331
90 N -0.556 -1.869 2.888
91 N -2.106 -0.967 4.193
92 H -0.419 -2.726 2.299
93 H -0.293 -0.930 2.491
94 H -2.967 -1.000 4.795
95 H -2.122 -0.189 3.590
96 C 1.504 -3.563 -2.724
97 O 1.683 -2.816 -1.592
98 N 1.475 -4.858 -2.730
99 N 1.288 -3.057 -3.918
100 H 1.532 -5.264 -1.839
101 H 1.375 -5.522 -3.518
102 H 1.030 -2.034 -4.048
103 H 0.924 -3.592 -4.695
104 C -3.035 2.361 1.999
105 O -3.325 1.312 2.879
106 N -1.886 2.591 1.460
107 N -3.962 3.251 1.647
108 H -1.110 1.952 1.591
109 H -1.719 3.451 0.928
110 H -4.889 3.045 2.097
111 H -3.825 4.221 1.299
112 C -1.937 -3.359 -2.820
113 O -1.469 -4.651 -2.815
114 H -1.148 -2.568 -2.683
115 H -2.641 -3.096 -2.025
116 H -2.434 -3.136 -3.728
117 H -2.189 -5.236 -2.520
118 C 3.659 1.024 0.342
119 O 4.897 0.668 0.952
120 H 2.768 1.031 0.957
121 H 3.628 0.335 -0.517
122 H 3.839 2.049 0.114
123 H 4.624 0.206 1.738
124 C -0.834 -3.552 0.177
125 O 0.150 -3.964 1.103
126 H -1.595 -4.325 0.133
127 H -0.411 -3.666 -0.852
128 H -1.056 -2.561 0.422
129 H 0.743 -4.532 0.553

The value obtained for the calculated total energy is -2783.916701 Eh. The calculation puts the molar mass at 778.94 g/mol. The energy relative to the best compared isomer or geometry (same formula, charge and spin) comes out at 0.000 eV. As for the HOMO energy: -8.39 eV.

2.
Formula: C22H48N4O8
Source: the Open Molecules 2025 dataset
Level of theory: ωB97M-V with the def2-TZVPD basis set

CARTESIAN COORDINATES (ANGSTROEM)
1 O -0.109 -2.676 1.488
2 C -0.514 -1.497 1.369
3 C -0.747 -0.786 0.140
4 C -1.139 0.559 0.220
5 O -1.602 1.248 -0.773
6 C -1.460 1.281 1.523
7 O -1.872 2.406 1.463
8 C -0.985 0.632 2.713
9 C -0.646 -0.680 2.699
10 O -0.422 -1.334 3.752
11 H -0.805 -1.305 -0.795
12 H -1.912 2.131 -0.455
13 H -1.005 1.146 3.609
14 H -0.386 -2.271 3.483
15 C -3.354 4.531 -1.530
16 O -3.855 3.295 -1.082
17 C -5.089 2.872 -1.651
18 C -5.440 1.413 -1.259
19 C -6.457 0.938 -2.224
20 N -5.881 1.134 0.089
21 H -3.118 5.207 -0.629
22 H -4.021 5.050 -2.163
23 H -2.338 4.321 -1.966
24 H -5.887 3.547 -1.355
25 H -5.027 2.867 -2.776
26 H -4.507 0.894 -1.334
27 H -7.013 0.034 -1.947
28 H -5.961 0.855 -3.194
29 H -7.244 1.730 -2.380
30 H -6.886 1.328 0.204
31 H -5.373 1.696 0.785
32 C 1.683 7.174 -1.766
33 O 1.060 5.930 -2.000
34 C 1.613 4.872 -1.281
35 C 0.947 3.581 -1.682
36 C 1.611 2.308 -1.085
37 N 0.925 3.418 -3.167
38 H 0.929 7.827 -2.177
39 H 2.658 7.312 -2.323
40 H 1.954 7.386 -0.720
41 H 2.649 4.805 -1.568
42 H 1.628 5.075 -0.211
43 H -0.082 3.572 -1.314
44 H 1.023 1.458 -1.409
45 H 1.470 2.378 0.001
46 H 2.657 2.310 -1.364
47 H 0.973 4.305 -3.640
48 H 1.763 2.882 -3.468
49 C -1.323 -4.469 3.811
50 O -0.007 -4.038 4.038
51 C 1.020 -4.835 3.450
52 C 2.345 -4.163 3.619
53 C 3.563 -5.048 3.187
54 N 2.490 -3.953 5.069
55 H -1.681 -4.342 2.727
56 H -2.010 -3.828 4.365
57 H -1.390 -5.533 4.080
58 H 0.992 -5.774 4.016
59 H 0.823 -5.034 2.395
60 H 2.327 -3.283 2.964
61 H 3.643 -5.837 4.010
62 H 4.431 -4.419 3.147
63 H 3.415 -5.446 2.178
64 H 3.183 -3.258 5.159
65 H 1.667 -3.468 5.365
66 C 1.553 -4.421 -2.334
67 O 2.627 -3.732 -1.624
68 C 3.097 -2.577 -2.333
69 C 4.012 -1.689 -1.490
70 C 3.241 -1.366 -0.217
71 N 4.460 -0.542 -2.329
72 H 1.068 -5.153 -1.715
73 H 2.076 -5.034 -3.142
74 H 0.862 -3.714 -2.783
75 H 3.673 -2.956 -3.241
76 H 2.316 -1.906 -2.583
77 H 4.912 -2.217 -1.117
78 H 2.828 -2.323 0.191
79 H 2.340 -0.770 -0.498
80 H 3.801 -0.808 0.546
81 H 3.856 -0.476 -3.123
82 H 5.387 -0.749 -2.639

The value obtained for the calculated total energy is -1687.847213 Eh. The calculation puts the molar mass at 496.65 g/mol. As for the SMILES: O=C1C=C(O)C(=O)C=C1O.COC[C@H](C)N.COC[C@H](C)N.COC[C@H](C)N.COC[C@H](C)N. As for the HOMO energy: -9.04 eV.

3.
Formula: C42H57F3IrN3O3S
Source: the Open Molecules 2025 dataset
Level of theory: ωB97M-V with the def2-TZVPD basis set

CARTESIAN COORDINATES (ANGSTROEM)
1 Ir 0.207 1.033 0.593
2 C -0.747 -0.307 2.113
3 C -1.971 -0.727 1.486
4 C -2.822 0.429 1.405
5 C -2.126 1.489 1.994
6 C -0.866 1.073 2.522
7 C -0.353 1.660 3.833
8 C -1.514 1.570 4.844
9 C 0.046 3.129 3.673
10 C 0.821 0.869 4.409
11 C -4.261 0.640 0.944
12 C -4.575 -0.014 -0.412
13 C -5.229 0.113 2.022
14 C -4.554 2.149 0.825
15 C -2.147 -2.177 1.056
16 C -3.477 -2.795 1.515
17 C -1.057 -3.058 1.694
18 C -2.020 -2.293 -0.478
19 H -0.066 -0.991 2.592
20 H -2.501 2.493 2.113
21 H -2.324 2.246 4.569
22 H -1.164 1.843 5.841
23 H -1.914 0.554 4.881
24 H -0.771 3.713 3.245
25 H 0.909 3.226 3.016
26 H 0.298 3.554 4.647
27 H 0.539 -0.164 4.616
28 H 1.136 1.325 5.350
29 H 1.669 0.872 3.730
30 H -4.766 -1.080 -0.311
31 H -3.757 0.125 -1.118
32 H -5.476 0.429 -0.838
33 H -5.100 -0.949 2.209
34 H -6.259 0.281 1.699
35 H -5.069 0.642 2.963
36 H -3.787 2.670 0.255
37 H -4.621 2.618 1.809
38 H -5.514 2.297 0.331
39 H -3.616 -2.659 2.589
40 H -3.459 -3.866 1.309
41 H -4.333 -2.382 0.992
42 H -1.110 -3.018 2.784
43 H -0.057 -2.770 1.378
44 H -1.215 -4.094 1.392
45 H -2.923 -1.958 -0.982
46 H -1.847 -3.335 -0.759
47 H -1.193 -1.686 -0.843
48 F 2.984 3.051 -1.362
49 C 2.209 3.882 -2.094
50 F 2.792 5.105 -1.992
51 F 2.286 3.514 -3.366
52 S 0.364 4.111 -1.428
53 O 0.929 0.904 -2.381
54 O -0.429 3.783 -2.602
55 O 0.291 3.081 -0.316
56 C -1.591 -1.432 -5.783
57 C -1.525 -0.648 -4.497
58 C -2.590 0.182 -4.134
59 C -2.579 0.877 -2.923
60 C -3.693 1.839 -2.628
61 C -1.514 0.721 -2.067
62 C -0.269 0.081 -2.505
63 C -0.401 -0.713 -3.716
64 N 0.747 -0.170 -1.444
65 C 1.877 -1.153 -1.472
66 C 3.166 -0.338 -1.303
67 C 4.374 -1.256 -1.118
68 C 4.181 -2.161 0.102
69 C 2.907 -2.986 -0.082
70 C 3.051 -3.860 -1.329
71 C 3.251 -2.956 -2.547
72 C 4.524 -2.127 -2.367
73 C 2.036 -2.031 -2.718
74 C 1.696 -2.065 -0.256
75 H -2.594 -1.393 -6.205
76 H -1.322 -2.476 -5.618
77 H -0.895 -1.019 -6.516
78 H -3.431 0.298 -4.808
79 H -4.528 1.696 -3.314
80 H -3.303 2.849 -2.758
81 H -4.057 1.747 -1.610
82 H -1.498 1.228 -1.102
83 H 0.444 -1.272 -4.079
84 H 3.044 0.324 -0.448
85 H 3.306 0.296 -2.180
86 H 5.269 -0.643 -0.981
87 H 4.122 -1.569 1.018
88 H 5.044 -2.824 0.210
89 H 2.750 -3.621 0.795
90 H 2.159 -4.480 -1.460
91 H 3.908 -4.531 -1.221
92 H 3.344 -3.570 -3.447
93 H 4.687 -1.492 -3.243
94 H 5.392 -2.785 -2.270
95 H 1.144 -2.642 -2.870
96 H 2.201 -1.405 -3.596
97 H 1.548 -1.434 0.627
98 H 0.801 -2.676 -0.395
99 N 6.232 -0.713 2.776
100 C 5.473 0.075 2.422
101 C 4.535 1.060 1.983
102 C 4.957 2.342 1.628
103 C 4.001 3.256 1.235
104 C 2.673 2.863 1.183
105 N 2.271 1.626 1.487
106 C 3.185 0.751 1.897
107 H 6.007 2.598 1.672
108 H 4.269 4.267 0.967
109 H 1.898 3.545 0.868
110 H 2.829 -0.230 2.186

The value obtained for the calculated total energy is -2826.462220 Eh. The calculation puts the molar mass at 933.21 g/mol. The energy relative to the best compared isomer or geometry (same formula, charge and spin) comes out at 7.395 eV. As for the HOMO energy (alpha / beta): -5.77 / -5.76 eV.